# 1
This record from OMol25 describes 2 unconnected molecules or ions with the total composition C10H16O. The level of theory is ωB97M-V/def2-TZVPD.

The geometry in ORCA input format:
```
! RIJCOSX wB97M-V def2-TZVPD def2/J DEFGRID3
* xyz 1 2
C 0.499 -1.537 -2.402
C 1.970 -1.654 -2.767
C -0.073 -0.194 -2.829
H -0.002 -2.486 -2.607
H 0.280 -1.726 -1.342
H 2.524 -1.059 -2.011
H 0.689 0.587 -2.888
H 2.361 -1.130 -3.646
H 2.350 -2.672 -2.751
H -0.479 -0.214 -3.841
H -0.899 0.165 -2.210
C 1.467 -0.090 2.815
C -1.417 0.388 0.478
C -2.187 1.312 1.184
C -0.199 -0.024 0.947
C 0.340 0.513 2.151
C -1.598 1.999 2.330
C -0.368 1.648 2.699
O -3.496 1.429 0.925
H -1.802 -0.031 -0.441
H 0.368 -0.776 0.413
H -2.289 2.598 2.905
H -3.604 1.893 0.089
H 2.279 -0.543 2.216
H 1.180 -0.935 3.458
H 0.005 2.022 3.654
H 2.101 0.514 3.471
*
```

Results
Molecular weight ... 152.24 g/mol
Lowest unoccupied orbital energy (spin up / spin down) ... -0.15460 / -0.28516 Eh
E_HOMO (spin up / spin down) ... -13.4 / -13.4 eV
Gap between HOMO and LUMO (spin up / spin down) ... 9.164 / 5.610 eV

# 2
This record from OMol25 describes a single C10H16O2 molecule. The level of theory is ωB97M-V/def2-TZVPD.

The geometry in ORCA input format:
```
! RIJCOSX wB97M-V def2-TZVPD def2/J DEFGRID3
* xyz 0 1
C -1.016 3.625 0.127
C -0.144 2.507 -0.089
C 0.112 1.885 -1.199
C 0.772 0.476 -1.023
O 2.042 0.833 -0.278
O 1.701 1.398 0.937
C 0.318 1.587 1.113
C -0.341 0.207 1.313
C -0.023 -0.519 -0.083
C 0.436 -1.996 0.034
C 0.826 -2.623 -1.320
C -0.717 -2.924 0.662
H -0.377 4.519 -0.065
H -1.477 3.591 1.110
H -1.894 3.632 -0.588
H -0.207 2.132 -2.184
H 1.127 0.019 -1.993
H 0.312 2.110 2.087
H -0.102 -0.341 2.198
H -1.478 0.271 1.511
H -0.893 -0.555 -0.619
H 1.317 -2.099 0.762
H 1.312 -1.904 -1.924
H -0.037 -2.916 -1.864
H 1.502 -3.523 -1.156
H -0.706 -2.667 1.777
H -1.824 -2.646 0.259
H -0.540 -4.079 0.497
*
```

Results
Molecular weight ... 168.24 g/mol
Lowest unoccupied orbital energy ... 0.03148 Eh
E_HOMO ... -8.4 eV
Gap between HOMO and LUMO ... 9.225 eV

# 3
This record from OMol25 describes 2 unconnected molecules or ions with the total composition C10H16O2P. The level of theory is ωB97M-V/def2-TZVPD.

The geometry in ORCA input format:
```
! RIJCOSX wB97M-V def2-TZVPD def2/J DEFGRID3
* xyz 1 1
C -3.946 0.007 -0.440
C -3.210 1.150 -0.655
C -3.422 -1.170 -0.021
C -1.851 1.052 -0.554
C -2.098 -1.253 0.414
C -1.308 -0.125 -0.013
C 0.401 -2.674 -1.712
C 0.930 3.546 -0.162
C 0.769 0.327 2.504
C 1.298 -1.739 -0.963
O 1.493 2.390 -0.193
O 1.042 -0.570 1.466
P 0.553 -0.318 0.012
H -4.985 0.064 -0.669
H -3.809 1.844 -1.180
H -4.032 -1.885 0.467
H -1.259 1.927 -0.616
H -1.689 -2.170 0.798
H 0.985 -3.210 -2.442
H -0.018 -3.508 -1.069
H -0.301 -2.133 -2.243
H 0.153 3.742 -1.009
H 1.855 4.219 -0.358
H 0.477 3.948 0.874
H -0.271 0.792 2.605
H 1.589 1.086 2.682
H 0.912 -0.224 3.362
H 2.148 -1.324 -1.465
H 1.819 -2.235 -0.213
*
```

Results
Molecular weight ... 199.21 g/mol
Lowest unoccupied orbital energy (spin up / spin down) ... -0.24548 / -0.24488 Eh
E_HOMO (spin up / spin down) ... -12.3 / -12.4 eV
Gap between HOMO and LUMO (spin up / spin down) ... 5.662 / 5.740 eV

# 4
This record from OMol25 describes a single C10H16O3 molecule. The level of theory is ωB97M-V/def2-TZVPD.

The geometry in ORCA input format:
```
! RIJCOSX wB97M-V def2-TZVPD def2/J DEFGRID3
* xyz 0 1
C -1.391 -2.698 -2.743
O -0.411 -2.136 -1.928
C -0.276 -2.481 -0.588
O -0.996 -3.214 0.015
O 0.693 -1.792 -0.016
C 0.705 -0.334 -0.166
C -0.678 0.353 0.078
C -0.521 1.802 -0.544
C 0.585 2.599 0.197
C 1.697 1.781 0.708
C 1.371 0.302 1.074
C 0.542 0.004 2.260
C -0.716 0.308 1.605
H -1.507 -3.805 -2.657
H -2.474 -2.254 -2.683
H -1.152 -2.695 -3.805
H 1.134 -0.012 -1.124
H -1.566 -0.137 -0.302
H -1.560 2.328 -0.471
H -0.235 1.584 -1.616
H -0.006 3.113 0.945
H 1.159 3.293 -0.452
H 2.140 2.383 1.470
H 2.360 1.686 -0.111
H 2.391 -0.170 1.196
H 0.643 -1.076 2.556
H 0.730 0.651 3.211
H -1.340 -0.522 1.918
H -1.321 1.138 1.974
*
```

Results
Molecular weight ... 184.24 g/mol
Lowest unoccupied orbital energy ... 0.03013 Eh
E_HOMO ... -10.2 eV
Gap between HOMO and LUMO ... 11.048 eV